Entry i
DFT (ωB97M-V/def2-TZVPD) results for an isolated molecule of C4H5NO.

Element x y z (Å)
C (0.801, -0.139, -0.105)
H (1.446, 1.656, 1.116)
C (-0.969, -1.020, -1.336)
C (0.657, 0.933, 0.947)
H (-0.561, -0.580, -2.258)
H (-1.896, -1.588, -1.424)
O (-1.335, 1.141, 2.415)
H (1.102, 0.311, -1.066)
N (-0.432, -0.901, -0.199)
C (-0.405, 1.023, 1.719)
H (1.594, -0.837, 0.192)

* LUMO: 0.0331 Ha
* frontier orbital gap: 9.72 eV

***

Entry ii
DFT (ωB97M-V/def2-TZVPD) results for an isolated molecule of C4H5NO.

Element x y z (Å)
H (-0.513, 2.125, 0.207)
H (0.845, -0.124, -1.394)
H (1.619, 0.874, -0.128)
C (0.701, 0.371, -0.432)
O (-1.202, 0.163, 0.514)
C (0.043, -0.524, 0.636)
N (-0.122, -3.098, 0.137)
H (0.472, -0.408, 1.640)
C (-0.605, 1.171, -0.326)
H (-1.172, 1.319, -1.250)
C (-0.062, -1.963, 0.349)

* LUMO: 0.0304 Ha
* frontier orbital gap: 11.46 eV

***

Which of them is most stable? Easy: entry ii.

***

Entry i
DFT (ωB97M-V/def2-TZVPD) results for a cluster of 2 separate species, CH3F2OP in total.

Element x y z (Å)
H (2.039, -0.807, -0.090)
C (-1.600, -0.211, 0.249)
H (-2.641, 0.235, 0.361)
F (-0.589, 0.575, 0.494)
F (-1.617, -0.502, -1.160)
O (3.459, 1.266, 0.032)
P (2.391, 0.584, -0.658)
H (-1.444, -1.140, 0.772)

* LUMO: -0.0279 Ha
* frontier orbital gap: 8.71 eV

***

Entry ii
DFT (ωB97M-V/def2-TZVPD) results for a cluster of 2 separate species, CH3F2OP in total.

Element x y z (Å)
H (-1.492, 1.496, -0.509)
F (-2.025, -0.320, -0.943)
P (1.659, 0.047, -0.537)
C (-1.352, 0.566, -0.146)
H (1.729, 0.956, 0.668)
H (1.398, -1.883, -0.091)
O (1.830, -1.229, 0.460)
F (-1.747, 0.367, 1.098)

* LUMO (alpha / beta): -0.0007 / -0.0161 Ha
* frontier orbital gap (alpha / beta): 8.06 / 8.73 eV

***

Which of them is most stable? Easy: entry i.

***

Entry i
DFT (ωB97M-V/def2-TZVPD) results for a cluster of 2 separate species, C2H3N4O in total.

Element x y z (Å)
O (-2.480, -0.648, 0.423)
C (-1.851, 0.426, -0.262)
N (2.768, 0.781, 0.419)
C (0.783, 0.168, 0.227)
H (-1.657, 0.168, -1.346)
H (-2.346, -1.401, -0.192)
N (2.762, -0.501, -0.029)
N (1.544, 1.178, 0.524)
N (1.552, -0.901, -0.176)
H (-1.075, 0.730, 0.413)

* LUMO (alpha / beta): 0.1250 / 0.1292 Ha
* net charge: -1
* frontier orbital gap (alpha / beta): 8.12 / 7.93 eV

***

Entry ii
DFT (ωB97M-V/def2-TZVPD) results for a cluster of 2 separate species, C2H3N4O in total.

Element x y z (Å)
C (0.086, -1.862, 0.028)
H (0.453, 0.796, -0.234)
H (2.158, 0.372, -0.696)
O (-0.613, -2.799, 0.028)
N (-1.195, 0.988, -0.773)
N (1.043, -1.159, 0.085)
N (-2.079, 1.300, -0.088)
H (1.742, 0.531, 1.030)
N (-2.972, 1.609, 0.571)
C (1.377, 0.223, 0.049)

* LUMO: 0.1417 Ha
* net charge: -1
* frontier orbital gap: 6.89 eV

***

Which of them is most stable? Easy: entry ii.

***

Entry i
DFT (ωB97M-V/def2-TZVPD) results for a structure of composition C6H9NO.

Element x y z (Å)
H (-0.762, -1.446, -0.783)
C (-0.094, 0.336, 0.336)
C (-1.143, -0.457, -0.526)
N (1.111, 0.352, -0.369)
H (2.254, 1.509, -1.592)
C (1.407, -0.856, 0.646)
O (-0.472, 1.254, 1.095)
H (0.983, 2.386, -0.721)
H (2.402, 1.857, 0.208)
H (2.692, -2.560, 1.403)
C (1.740, 1.592, -0.630)
C (2.048, -1.767, 1.097)
H (-3.204, -1.040, -0.460)
H (-2.856, 0.434, 0.447)
C (-2.472, -0.557, 0.195)
H (-1.254, 0.105, -1.458)
H (-2.379, -1.142, 1.113)

* LUMO: -0.0024 Ha
* frontier orbital gap: 9.50 eV

***

Entry ii
DFT (ωB97M-V/def2-TZVPD) results for a structure of composition C6H9NO.

Element x y z (Å)
H (-2.500, 0.984, -0.108)
C (-0.761, 0.789, -0.739)
H (-0.552, -0.529, 3.579)
H (0.823, 0.542, 2.776)
H (-1.859, 2.592, -0.743)
C (0.879, -0.386, -1.143)
C (-2.042, 1.525, -0.942)
O (-0.854, -0.073, 1.604)
C (0.092, -0.382, 2.606)
C (-0.303, 0.188, 0.390)
H (0.585, -1.327, 2.459)
N (0.146, 0.374, -1.748)
H (2.811, -0.562, -1.324)
H (2.146, -2.133, -0.813)
C (1.931, -1.258, -1.438)
H (-2.391, 1.265, -2.013)
H (1.851, -1.609, -2.404)

* LUMO: 0.0343 Ha
* frontier orbital gap: 8.58 eV

***

Which of them is most stable? Easy: entry i.

***

Entry i
DFT (ωB97M-V/def2-TZVPD) results for an isolated molecule of C6H9NO.

Element x y z (Å)
H (-2.278, -1.189, -1.171)
C (-1.562, -0.448, -1.491)
H (1.449, 0.303, 1.524)
H (2.335, 0.948, -1.084)
C (1.904, -0.250, 0.682)
N (-1.293, 0.104, 0.810)
C (1.537, 0.323, -0.662)
C (-1.009, 0.308, -0.538)
C (0.254, 1.125, -0.708)
C (-2.417, -0.069, 1.329)
H (-3.312, 0.247, 0.779)
H (-2.469, -0.480, 2.333)
H (0.287, 1.982, -0.028)
H (1.648, -0.475, -1.409)
H (0.146, 1.674, -1.654)
O (2.704, -1.135, 0.832)
H (-1.167, -0.351, -2.492)

* LUMO: 0.0262 Ha
* frontier orbital gap: 9.72 eV

***

Entry ii
DFT (ωB97M-V/def2-TZVPD) results for a cluster of 2 separate species, C6H9NO in total.

Element x y z (Å)
C (0.689, -1.413, -2.010)
N (-2.679, -1.351, -0.567)
C (-0.469, 1.662, 0.340)
H (1.580, -0.967, -1.956)
H (0.771, -2.294, -2.627)
C (0.223, -0.412, 1.714)
C (-1.655, -1.132, -1.068)
H (-1.478, 1.435, 0.642)
O (1.667, 0.742, 0.141)
H (1.205, -0.749, 1.966)
H (1.594, 1.513, -0.474)
H (-0.594, -1.306, 1.645)
C (-0.327, -1.055, -1.263)
H (-0.183, 0.223, 2.608)
H (-0.542, 2.000, -0.616)
H (-0.244, 2.631, 0.953)
C (0.440, 0.473, 0.572)

* LUMO (alpha / beta): -0.0013 / -0.0013 Ha
* frontier orbital gap (alpha / beta): 7.58 / 7.57 eV

***

Entry iii
DFT (ωB97M-V/def2-TZVPD) results for a structure of composition C6H9NO.

Element x y z (Å)
C (-0.205, 2.010, -0.138)
H (1.370, -2.313, 0.222)
H (-0.309, -2.314, -0.276)
C (1.868, 0.349, 0.348)
C (0.642, -0.351, -0.317)
N (0.167, 1.798, 1.049)
O (2.623, 1.105, -0.212)
C (-0.497, 0.593, -0.169)
H (-2.609, 0.973, -0.354)
C (-1.909, 0.138, -0.327)
H (-0.545, 2.884, -0.677)
H (0.140, -1.673, 1.317)
H (-2.193, -0.482, 0.529)
H (2.138, -0.072, 1.334)
H (-2.024, -0.477, -1.221)
C (0.441, -1.745, 0.271)
H (0.903, -0.421, -1.378)

* LUMO: 0.0310 Ha
* frontier orbital gap: 9.79 eV

***

Entry iv
DFT (ωB97M-V/def2-TZVPD) results for an isolated molecule of C6H9NO.

Element x y z (Å)
H (2.043, -1.404, -2.144)
H (-1.080, -1.286, 2.091)
H (-1.581, -0.611, -0.554)
C (0.050, 2.052, 0.527)
C (0.219, -0.195, -1.649)
C (-0.633, -0.200, -0.400)
O (1.307, -1.505, -0.119)
H (-0.325, 2.846, 1.116)
N (-1.026, 1.058, 0.318)
C (0.134, -1.142, 0.463)
C (1.275, -0.984, -1.410)
H (-1.908, 1.416, -0.040)
H (0.595, 2.279, -0.473)
H (0.750, 1.455, 1.157)
H (0.430, -2.408, 2.090)
H (-0.057, 0.313, -2.590)
C (-0.194, -1.684, 1.618)

* LUMO: 0.0365 Ha
* frontier orbital gap: 9.39 eV

***

Which of them is most stable? Easy: entry i.

***

Entry i
DFT (ωB97M-V/def2-TZVPD) results for a cluster of 2 separate species, C5H14N2O2 in total.

Element x y z (Å)
H (-2.434, 1.668, 0.219)
H (2.309, 1.951, 0.530)
H (1.702, -1.014, -1.762)
H (-2.572, 1.607, -1.603)
H (0.165, -2.287, 2.314)
H (-2.040, -1.625, 0.108)
O (0.194, -1.587, 2.978)
H (3.237, 0.468, 0.149)
C (1.434, -1.053, -0.702)
H (0.553, -1.667, -0.557)
H (-1.254, -0.479, -1.600)
C (0.014, 0.955, -0.423)
N (1.197, 0.311, -0.205)
N (-1.393, -0.894, 0.365)
C (2.410, 1.106, -0.145)
H (2.254, -1.479, -0.131)
O (-0.110, 2.143, -0.189)
H (2.666, 1.561, -1.111)
H (-3.408, 0.481, -0.577)
C (-2.485, 1.064, -0.662)
C (-1.273, 0.136, -0.697)
H (0.449, -0.834, 2.418)
H (-1.617, -0.529, 1.282)

* LUMO: 0.0259 Ha
* frontier orbital gap: 9.95 eV

***

Entry ii
DFT (ωB97M-V/def2-TZVPD) results for a cluster of 2 separate species, C5H14N2O2 in total.

Element x y z (Å)
O (-0.667, -2.770, -1.162)
C (-0.263, 0.672, 0.515)
H (3.086, -0.246, -2.116)
C (0.003, -0.306, 2.687)
H (-0.941, 2.733, 0.336)
O (1.552, -1.659, -2.489)
H (0.281, -2.865, -1.233)
H (-1.929, 1.817, 1.497)
C (-0.091, 0.409, -1.082)
N (1.299, 0.423, -1.482)
H (0.535, 1.333, 0.844)
H (-0.696, 1.298, -1.601)
C (1.986, -0.596, -2.125)
H (-0.991, -1.207, 1.167)
H (-0.772, -2.104, -1.827)
H (-2.142, 1.700, -0.332)
H (1.037, 0.120, 2.678)
C (-1.350, 1.713, 0.527)
H (-0.645, 0.516, 3.147)
H (-0.133, -1.192, 3.266)
N (-0.351, -0.507, 1.282)
H (1.773, 1.263, -1.374)
H (-0.582, -0.545, -1.122)

* LUMO: 0.0272 Ha
* frontier orbital gap: 9.25 eV

***

Entry iii
DFT (ωB97M-V/def2-TZVPD) results for a cluster of 2 separate species, C5H14N2O2 in total.

Element x y z (Å)
N (1.098, -1.648, -1.577)
C (-0.754, 0.710, 2.440)
H (-2.518, 0.184, 0.640)
O (1.370, -0.276, -1.911)
H (0.282, -2.021, 0.610)
H (0.186, 1.245, 2.330)
H (2.016, -2.083, -1.608)
H (1.760, 2.220, -1.574)
C (0.154, -1.502, 1.559)
H (-1.356, -0.319, -0.987)
H (0.051, 2.704, -1.398)
H (-0.232, -2.218, 2.288)
H (-0.769, 0.281, 3.448)
C (-0.836, -0.386, 1.414)
H (1.110, -1.127, 1.922)
H (0.538, -2.018, -2.347)
H (0.427, 0.525, -0.255)
H (0.633, 2.032, -2.928)
C (0.369, 0.584, -1.380)
O (-0.895, 0.237, -1.769)
N (-1.796, -0.532, 0.584)
C (0.733, 1.988, -1.846)
H (-1.572, 1.418, 2.343)

* LUMO: 0.0318 Ha
* frontier orbital gap: 10.00 eV

***

Which of them is most stable? Easy: entry i.

***

Entry i
DFT (ωB97M-V/def2-TZVPD) results for a structure of composition C2H5NS2.

Element x y z (Å)
C (-1.917, 0.478, 0.067)
C (0.961, -0.067, -0.184)
H (-2.900, -0.038, -0.258)
H (2.900, -0.535, -0.075)
N (2.065, -0.844, -0.082)
H (-1.583, 1.326, -0.654)
H (2.071, -1.877, 0.627)
S (-0.654, -0.883, -0.242)
S (0.762, 1.554, -0.158)
H (-1.705, 0.886, 0.959)

* LUMO: 0.0046 Ha
* frontier orbital gap: 8.46 eV

***

Entry ii
DFT (ωB97M-V/def2-TZVPD) results for an isolated molecule of C2H5NS2.

Element x y z (Å)
S (0.222, 1.871, -0.052)
H (-1.136, 1.977, 0.216)
H (0.982, -1.575, -0.120)
C (1.243, -0.597, -0.063)
H (1.722, -0.476, 0.906)
C (-1.204, -0.234, -0.063)
S (-2.680, 0.501, -0.063)
H (-1.149, -1.361, 0.161)
N (0.057, 0.191, -0.080)
H (1.942, -0.298, -0.842)

* LUMO: 0.0280 Ha
* frontier orbital gap: 9.32 eV

***

Which of them is most stable? Easy: entry ii.

***

Entry i
DFT (ωB97M-V/def2-TZVPD) results for an isolated molecule of C2H5NS2.

Element x y z (Å)
S (0.922, 0.188, -0.539)
C (-0.570, -0.655, -0.221)
N (-0.756, -1.647, -1.146)
H (0.946, 0.946, 1.773)
S (-1.665, -0.373, 0.970)
H (-1.558, -2.240, -1.087)
H (0.036, 2.128, 0.680)
H (1.806, 2.019, 0.609)
H (-0.054, -1.814, -1.833)
C (0.894, 1.448, 0.794)

* LUMO: 0.0260 Ha
* frontier orbital gap: 9.23 eV

***

Entry ii
DFT (ωB97M-V/def2-TZVPD) results for an isolated molecule of C2H5NS2.

Element x y z (Å)
H (-1.399, 1.269, -0.993)
N (-0.902, 1.084, -0.109)
H (-0.357, -2.628, 1.094)
S (-0.999, -1.449, 0.804)
H (1.040, 1.134, 0.425)
H (0.917, 0.714, -1.235)
S (1.749, -1.824, -0.209)
C (0.445, 0.573, -0.259)
H (-0.967, 2.005, 0.369)
C (0.473, -0.878, 0.114)

* LUMO: 0.0002 Ha
* frontier orbital gap: 8.51 eV

***

Which of them is most stable? Easy: entry i.